[1]
This record from the OMol25 dataset describes a single C5H4N2 molecule at a distorted geometry. The level of theory is the ωB97M-V functional and the def2-TZVPD basis.

Computed properties:
energy above the lowest of the compared OMol25 structures with the same formula, charge and spin = 542.0 kJ/mol
DFT total energy = -302.2219 Eh
orbital gap = 0.3606 Eh
SMILES string = C#C[C@H]1N[C@H]1C#N

Last column: Löwdin charge in e.
Cartesian coordinates (Å):
1 N -1.45218 1.03787 1.98363  0.165
2 N 0.93424 1.46007 -0.42687  0.112
3 C -0.59053 0.69652 1.28982  -0.204
4 C -0.88192 -1.81092 -0.42092  0.112
5 C -0.57817 -0.76719 -0.96162  -0.092
6 C 0.61580 0.39783 0.53523  -0.279
7 C 0.54489 0.15858 -0.95142  -0.281
8 H 1.07971 -0.51655 0.94828  0.164
9 H 1.42957 -0.27900 -1.41573  0.147
10 H -1.20999 -2.73061 -0.00173  0.039
11 H 0.20638 2.17560 -0.38142  0.116

=====

[2]
This record from the OMol25 dataset describes a 9-piece molecular cluster, C25H66NO17 overall at a distorted geometry. The level of theory is the ωB97M-V functional and the def2-TZVPD basis.

Computed properties:
energy above the lowest of the compared OMol25 structures with the same formula, charge and spin = 263.5 kJ/mol
DFT total energy = -2324.9761 Eh
charge = +1
orbital gap = 0.1980 Eh

Last column: Löwdin charge in e.
Cartesian coordinates (Å):
1 O 4.06138 -4.59566 -0.60117  -0.055
2 O -1.05162 6.09334 1.58083  -0.059
3 O 0.88238 -4.89966 -6.54517  -0.109
4 O -1.34762 -0.69066 4.37683  -0.007
5 O -4.48862 0.26034 -7.15717  -0.006
6 O -4.44462 -2.78366 1.88283  0.003
7 O 3.85238 5.55134 -2.46917  -0.042
8 O 2.74938 2.26234 -3.32917  -0.021
9 O -1.93262 -0.18266 -4.50217  -0.155
10 O 0.67838 -1.98866 -4.11817  -0.066
11 O -1.87062 -3.20666 7.17683  -0.092
12 O 1.27038 8.76834 0.89283  -0.021
13 O 4.58738 -1.40666 3.46183  0.053
14 O 1.52638 -0.44966 5.30883  -0.090
15 O 2.82538 -1.50466 -1.90617  -0.055
16 O 0.97338 -0.14566 0.98883  0.150
17 O -3.09562 -6.06566 2.62483  -0.106
18 N -0.20662 0.35834 0.91583  0.038
19 C 3.67838 3.11234 -2.84617  -0.287
20 C 0.85438 7.53334 1.33183  -0.287
21 C -2.54962 1.74734 0.29683  -0.155
22 C 4.03838 -3.44066 -1.43317  -0.266
23 C -0.62262 7.29934 0.96583  -0.240
24 C -3.96262 -0.02766 -5.99917  -0.348
25 C -1.18962 -1.82766 1.02383  0.027
26 C -4.28662 -4.04866 2.54883  -0.182
27 C -1.11062 -0.42966 0.19583  -0.457
28 C 0.24438 -3.64666 -6.07617  -0.206
29 C -2.95162 -4.71366 2.17983  -0.273
30 C 3.04438 4.53434 -2.97817  -0.239
31 C -1.84762 -1.83966 5.06883  -0.190
32 C 0.58238 2.03034 2.50283  0.055
33 C 2.31138 -1.00566 4.23683  -0.185
34 C 2.99338 -2.51666 -0.97517  -0.316
35 C 0.64738 2.44034 0.09583  0.026
36 C -2.41862 -0.09166 -5.92817  -0.159
37 C -2.51962 0.18734 0.22583  -0.125
38 C -1.47962 -1.90366 6.63283  -0.196
39 C 1.20638 -3.08666 -4.94317  -0.163
40 C -1.62362 2.22634 1.35083  -0.100
41 C 3.79438 -0.61266 4.32283  -0.198
42 C -0.18362 1.72734 1.20783  -0.446
43 C -0.72762 -0.55966 -1.30417  0.013
44 H -2.65562 -4.56866 1.11683  0.119
45 H -1.09162 8.18934 1.39283  0.123
46 H -2.25362 -2.38666 0.65583  0.142
47 H -3.64162 1.85234 0.40183  0.137
48 H -0.81962 0.46534 -1.72617  0.083
49 H 1.76038 2.26034 -0.14917  0.137
50 H -2.99262 0.04134 1.09783  0.073
51 H -1.71162 2.05434 2.43083  0.137
52 H 3.61238 -0.97166 -1.69217  0.112
53 H -2.15162 -4.22966 2.81483  0.106
54 H 4.52038 -4.19166 0.15183  0.090
55 H 4.10238 -0.80366 5.25283  0.067
56 H 0.50638 2.95734 2.75383  0.062
57 H 1.39338 6.69234 0.77783  0.121
58 H 1.56438 1.52334 2.43183  0.117
59 H -4.59262 1.20734 -7.12617  0.102
60 H 0.14938 1.43234 3.09283  0.009
61 H 0.35638 -1.06666 -1.61317  0.131
62 H 2.25438 -2.05466 4.20983  0.112
63 H -5.06062 -2.97566 1.44783  -0.118
64 H -0.51662 -0.60466 4.42483  -0.082
65 H -4.35362 -3.61266 3.60183  0.136
66 H -0.74862 -4.01566 -5.56517  0.142
67 H 4.54238 3.07434 -3.45917  0.113
68 H -4.24762 -1.10866 -5.77517  0.143
69 H -0.11262 -2.96466 -6.84117  0.097
70 H -0.92362 7.45334 0.02583  0.082
71 H -1.96862 -0.92666 -6.59217  0.151
72 H -1.29362 -1.71066 2.14283  0.081
73 H 3.23738 -2.14666 0.00683  0.118
74 H 4.11138 0.51634 4.31683  0.169
75 H 0.38638 3.48334 0.21183  0.090
76 H -0.40462 -2.53466 0.77583  0.067
77 H -2.07562 0.79934 -5.97217  0.036
78 H -1.50862 -2.73366 4.60883  0.087
79 H -2.92662 -1.91966 5.07983  0.107
80 H -1.56962 -1.27566 -1.84717  0.159
81 H 0.04038 -5.22966 -6.99717  0.113
82 H -2.85062 -3.20866 6.82783  0.133
83 H 3.15438 4.67534 -4.02217  0.105
84 H 1.28338 -3.90266 -4.22917  0.118
85 H 0.25438 2.38434 -0.90617  0.072
86 H 1.74838 -0.80066 6.19583  0.109
87 H 1.25538 -2.22466 -3.50217  -0.053
88 H -2.28162 2.10034 -0.70217  0.118
89 H 1.95738 4.50334 -2.55817  0.145
90 H -1.81462 5.87534 1.06183  0.064
91 H 3.15238 1.74234 -3.94017  0.044
92 H -3.16562 -0.29766 -0.52917  0.146
93 H 5.26238 -0.99166 3.34383  -0.076
94 H -2.13562 -1.07066 7.07483  0.140
95 H 2.17638 -2.74066 -5.32017  0.128
96 H -1.74762 3.40234 1.17583  0.167
97 H 5.08338 -3.00066 -1.53717  0.147
98 H 1.19538 7.30334 2.45083  0.160
99 H -1.23462 -0.96066 -4.58017  0.091
100 H 1.71338 -0.52366 3.43383  0.097
101 H -4.35262 0.69134 -5.30117  0.119
102 H 3.80938 -3.88066 -2.47017  0.148
103 H 3.79138 6.30334 -3.00117  0.058
104 H -5.09662 -4.74666 2.08183  0.166
105 H -0.53462 -1.55266 6.80683  0.059
106 H -2.64462 -6.04066 3.57783  0.160
107 H 2.08938 -2.97666 -0.68017  0.111
108 H 3.94238 2.86634 -1.77617  0.127
109 H 2.18338 8.64034 0.86983  0.060

=====

[3]
This record from the OMol25 dataset describes C21H16AgF3N8O as an isolated structure at a distorted geometry. The level of theory is the ωB97M-V functional and the def2-TZVPD basis.

Computed properties:
energy above the lowest of the compared OMol25 structures with the same formula, charge and spin = 24.7 kJ/mol
DFT total energy = -1769.6718 Eh
orbital gap = 0.2908 Eh

Last column: Löwdin charge in e.
Cartesian coordinates (Å):
1 Ag 0.01130 -0.26880 -0.23740  0.668
2 F -0.80420 -1.76600 2.54030  -0.030
3 F 1.12550 -0.80120 2.68290  -0.031
4 F -0.68100 0.38810 2.60950  -0.052
5 O 0.18070 -0.82900 5.67870  0.151
6 N -3.97980 -0.37360 1.47990  -0.123
7 N 2.38540 0.37480 0.09000  0.009
8 N -4.00240 0.90970 1.12240  0.110
9 N 3.92610 0.81490 1.55900  -0.125
10 N -0.97570 1.03170 5.68660  0.111
11 N -2.44440 -0.16400 -0.04590  0.009
12 N 4.30350 -0.32110 0.97720  0.119
13 N 0.32510 1.35590 5.75040  0.112
14 C -3.05850 -0.58440 4.27900  0.024
15 C 4.41470 -1.24900 5.46140  -0.061
16 C 0.99590 0.24420 5.71660  -0.302
17 C -2.17050 -1.09200 5.22310  -0.141
18 C -2.22630 -2.43500 5.58680  -0.013
19 C -0.07960 -0.71640 2.00410  -0.518
20 C -3.96520 -1.43180 3.66270  -0.205
21 C -3.07100 1.00890 0.20930  -0.219
22 C -1.04500 -0.26270 5.61130  -0.299
23 C 2.40940 0.05880 5.44310  -0.141
24 C -3.04360 -1.01130 0.77410  -0.154
25 C 4.64880 1.33650 2.69250  -0.076
26 C 2.76760 1.22050 1.03190  -0.149
27 C 3.36160 -0.56540 0.10520  -0.213
28 C 4.19880 0.57960 3.91970  -0.199
29 C -3.16020 -3.26730 4.99810  -0.062
30 C -4.81420 -0.88290 2.54000  -0.075
31 C 4.93170 -0.48630 4.42670  -0.028
32 C 2.94840 0.85980 4.44240  0.019
33 C -4.01820 -2.77210 4.02810  -0.035
34 C 3.14580 -1.00210 5.95510  -0.009
35 H 4.42990 2.40220 2.77710  0.134
36 H -5.40740 -0.03000 2.88000  0.135
37 H 2.71470 -1.64670 6.70730  0.120
38 H -5.47710 -1.65610 2.13910  0.129
39 H 4.98630 -2.07890 5.84780  0.105
40 H -1.52640 -2.82120 6.31280  0.119
41 H 5.71330 1.18210 2.50900  0.129
42 H -2.97340 0.44820 3.97480  0.126
43 H -4.71550 -3.44140 3.54400  0.110
44 H 2.25140 2.11020 1.32660  0.134
45 H 3.38580 -1.42040 -0.54010  0.105
46 H 2.34100 1.64900 4.02690  0.123
47 H -2.84910 1.92480 -0.30100  0.103
48 H -3.18850 -4.31530 5.26050  0.106
49 H -2.82500 -2.05360 0.87580  0.135
50 H 5.88640 -0.74530 3.99110  0.113

=====

[4]
This record from the OMol25 dataset describes an isolated ion of composition C6H8N3OS and charge +1 at a distorted geometry. The level of theory is the ωB97M-V functional and the def2-TZVPD basis.

Computed properties:
energy above the lowest of the compared OMol25 structures with the same formula, charge and spin = 217.5 kJ/mol
DFT total energy = -870.7688 Eh
charge = +1
orbital gap (spin up / spin down) = 0.2461 / 0.2461 Eh
SMILES string = NNC(=S)/[NH+]=C/c1ccco1

Last column: Löwdin charge in e.
Cartesian coordinates (Å):
1 S -2.50902 2.20229 -0.32646  0.687
2 O 2.35863 0.30812 -1.27697  0.057
3 N -3.13798 -1.65284 0.03585  0.062
4 N -0.89010 0.21319 0.32391  0.066
5 N -3.27926 -0.26939 -0.08999  -0.050
6 C 1.96000 1.08260 0.77026  0.032
7 C -2.26069 0.56486 -0.06677  -0.805
8 C 0.03161 0.23272 -0.61789  0.027
9 C 3.53689 0.69662 -0.72454  -0.009
10 C 1.37113 0.46813 -0.32944  -0.228
11 C 3.32291 1.18497 0.54534  -0.015
12 H -2.47740 -2.02222 -0.67944  0.108
13 H -0.79877 0.71243 1.22610  0.164
14 H -4.11997 0.19054 -0.18233  0.107
15 H 4.01855 1.64218 1.36442  0.172
16 H 1.38293 1.12212 1.67114  0.128
17 H -0.26448 -0.10426 -1.64187  0.186
18 H 4.42994 0.36521 -1.39929  0.193
19 H -4.03496 -2.11865 -0.18148  0.118